{"formula": "C39H43N8O4PbS2Se", "method": "ωB97M-V with the def2-TZVPD basis set", "de_lowest_ev": 0.0569, "energy_ha": -5641.4297, "e_homo_ev": -9.87, "charge": 1, "max_force_ev_per_a": 0.4, "species": ["C", "C", "H", "C", "H", "H", "H", "Se", "C", "N", "C", "H", "H", "O", "C", "O", "C", "H", "C", "C", "H", "H", "N", "H", "N", "C", "C", "H", "Pb", "H", "H", "C", "O", "H", "H", "H", "H", "C", "C", "H", "C", "S", "C", "C", "H", "H", "C", "C", "C", "H", "H", "H", "H", "N", "H", "C", "H", "H", "C", "C", "C", "O", "H", "C", "C", "H", "C", "H", "C", "C", "C", "H", "C", "H", "C", "H", "C", "N", "C", "H", "N", "N", "C", "H", "H", "C", "S", "H", "H", "H", "C", "C", "N", "H", "H", "H", "C", "H"], "positions_angstrom": [[1.144681, 0.393802, 4.544740], [-1.583006, 3.595638, 2.813576], [-0.456303, 7.346802, -0.095568], [-0.684597, -6.036812, 0.006048], [0.328808, 2.176006, 6.434380], [1.872063, 4.040683, -1.589413], [-0.457423, -7.961503, 0.921674], [-3.760841, 4.392522, -0.570829], [-1.509030, 5.490744, -0.541567], [1.933361, 0.785083, 0.547461], [5.906571, 0.741261, 0.631872], [-2.473544, 4.174413, 2.546849], [-4.157493, -1.724306, -2.177093], [-0.031727, -1.427540, -2.247513], [3.930953, 0.906036, -0.705097], [4.493808, 0.718241, 0.529194], [-4.187005, 0.421906, 1.874128], [-1.452834, 0.460604, -6.043089], [-1.324818, 4.155415, -1.017004], [-3.388398, 1.524354, 2.159216], [-0.387182, -4.039269, -2.730029], [-2.047170, -7.243383, 1.136217], [-2.400759, 3.402366, -1.102221], [-1.258625, -6.251504, -2.046629], [-2.753230, 5.815766, -0.232846], [-2.469969, -0.479673, 0.475351], [2.006032, 0.075909, 5.580870], [6.352310, -0.079070, 0.063899], [-0.447241, 1.154807, -2.134275], [4.520634, 1.324399, -3.999158], [-0.507835, 0.608031, 6.631820], [1.421558, -0.049452, 3.235223], [-1.255813, 2.659281, 1.805203], [0.853652, -3.298387, 1.298760], [-4.364985, -1.424544, 0.806490], [-2.731827, -2.088074, -5.619038], [2.072840, 1.373360, -4.035432], [-2.126535, 1.626159, 1.592097], [-1.661709, 0.608106, 0.744779], [4.276762, -1.751517, 3.858476], [2.537837, -0.838441, 3.009462], [0.921345, -1.956296, -1.203793], [0.912585, 4.452108, -1.297656], [3.144045, -0.682152, 5.326629], [-0.004834, -5.512310, 1.969038], [6.307206, 1.694512, 0.279388], [-0.395439, 1.487086, 5.993070], [-2.350445, -1.258803, -5.018251], [-3.534839, -2.124390, -2.973621], [-3.757853, 2.295919, 2.816305], [6.131067, 0.618270, 1.688270], [-1.355947, 1.985467, 5.890889], [-0.728433, 4.263004, 2.892686], [-0.107110, 3.656865, -1.388668], [3.813933, -0.918634, 6.139616], [-2.438543, 0.087590, -5.760607], [-1.329889, -1.495903, -4.699671], [-2.095775, -1.247423, -0.190453], [0.407226, -3.955672, 0.565272], [-0.785290, -5.608969, -1.316192], [-3.735243, -0.578661, 1.035888], [-0.006479, 1.113737, 4.681382], [1.803313, 0.415624, 6.584361], [-0.291791, -4.376907, -1.706513], [-3.605572, 0.226203, -3.741120], [-0.456403, 0.465737, 2.612368], [-0.357003, 6.331600, -0.451233], [2.616150, 0.767636, 1.293641], [2.581109, 1.247495, -3.085980], [0.310395, -3.560278, -0.759448], [0.833972, 5.806180, -0.831580], [5.724666, 1.018617, -1.872609], [2.379510, -2.435983, -2.125339], [-2.627055, -2.563407, -2.554144], [-1.227395, -7.367892, 0.428680], [-3.054357, 0.016555, -6.661933], [1.826868, 1.113122, -1.911275], [-0.378016, 0.728182, 0.147840], [3.406656, -1.140959, 4.052174], [-1.746261, 3.096366, 3.772364], [-3.196078, -1.047081, -3.858650], [0.471956, 0.285092, 2.251557], [-0.080822, -5.196654, 0.937201], [2.091505, -3.112813, -2.927301], [-1.599429, -7.932643, -0.422976], [0.657256, 0.602952, 0.938242], [-4.575279, 0.867793, -2.552339], [-3.455529, 1.839089, -4.974927], [3.069182, -2.923232, -1.441040], [-4.090737, -2.897462, -3.510310], [3.962304, 1.217422, -3.079743], [4.646536, 1.044878, -1.879725], [-3.055556, 0.941471, -4.760202], [2.728317, -1.237149, 2.023452], [-5.170279, 0.356487, 2.315905], [2.815663, -1.522792, -2.523331], [2.518098, 0.943507, -0.724448], [1.740863, 6.389662, -0.792085]], "atomic_forces_ev_per_a": [[0.00, 0.03, -0.11], [-0.13, 0.07, 0.03], [-0.01, 0.05, 0.01], [0.03, 0.05, 0.00], [-0.03, -0.01, 0.01], [0.07, -0.03, -0.03], [0.00, -0.02, 0.01], [0.37, 0.05, 0.00], [-0.23, 0.13, 0.12], [0.05, 0.03, 0.27], [0.07, 0.00, -0.01], [0.05, -0.01, 0.02], [0.00, -0.02, 0.03], [-0.24, 0.14, -0.13], [0.00, -0.03, 0.04], [-0.22, 0.03, -0.11], [0.01, -0.01, 0.01], [-0.05, -0.03, -0.03], [-0.23, -0.23, -0.11], [0.08, 0.03, -0.01], [0.00, 0.02, -0.04], [-0.03, 0.00, 0.03], [0.04, -0.05, -0.03], [-0.02, -0.02, -0.03], [0.00, 0.12, 0.02], [-0.03, -0.01, -0.05], [-0.06, 0.02, -0.07], [0.01, 0.03, 0.01], [-0.06, -0.15, -0.15], [0.03, 0.01, -0.04], [-0.01, 0.03, 0.00], [-0.04, 0.15, 0.18], [-0.10, -0.18, -0.13], [0.03, 0.07, 0.08], [-0.04, -0.06, -0.01], [0.06, 0.02, 0.00], [-0.04, 0.02, -0.08], [0.00, 0.13, -0.01], [-0.09, 0.06, 0.03], [0.03, -0.02, 0.00], [-0.03, -0.01, 0.06], [0.16, -0.11, 0.02], [-0.01, 0.07, 0.10], [0.00, 0.00, -0.01], [0.00, -0.02, 0.05], [0.01, -0.03, 0.01], [0.02, -0.01, 0.05], [0.07, -0.01, -0.09], [0.00, -0.08, 0.08], [-0.03, 0.06, 0.05], [0.02, 0.00, -0.04], [0.02, -0.01, 0.03], [-0.02, 0.00, 0.01], [0.08, -0.14, -0.03], [0.04, -0.02, 0.05], [0.08, -0.05, -0.13], [-0.02, 0.01, -0.02], [0.02, -0.04, -0.05], [0.00, -0.04, -0.05], [0.01, 0.02, -0.01], [-0.02, 0.03, -0.02], [0.12, -0.11, -0.14], [-0.01, 0.02, 0.05], [0.02, 0.04, 0.05], [-0.01, 0.18, 0.08], [0.16, -0.07, -0.06], [0.03, -0.03, -0.01], [-0.05, -0.02, -0.05], [0.04, -0.05, 0.11], [-0.02, -0.03, -0.05], [-0.12, 0.00, 0.04], [0.07, 0.00, 0.01], [-0.07, -0.06, 0.03], [0.02, -0.02, 0.05], [-0.01, -0.09, 0.02], [0.03, -0.02, 0.05], [0.03, 0.08, -0.06], [-0.05, 0.06, -0.13], [0.03, -0.02, -0.03], [0.01, 0.03, -0.03], [-0.07, 0.02, -0.09], [-0.01, -0.14, 0.05], [-0.01, 0.00, 0.01], [-0.03, -0.01, -0.02], [-0.01, -0.02, -0.02], [0.09, 0.11, 0.18], [-0.07, 0.03, 0.09], [0.02, -0.06, 0.00], [0.08, -0.05, 0.05], [0.00, -0.01, 0.01], [-0.04, -0.01, -0.01], [-0.03, -0.01, 0.10], [-0.02, 0.09, 0.07], [0.00, 0.00, -0.08], [-0.07, 0.00, 0.02], [0.03, 0.08, -0.01], [0.19, 0.01, -0.09], [0.05, 0.04, 0.00]], "lowdin_charge": [-0.206, -0.058, 0.124, -0.260, 0.102, 0.116, 0.088, 1.163, -0.390, 0.162, -0.059, 0.087, 0.046, -0.654, -0.218, -0.106, -0.065, 0.111, -0.488, -0.016, 0.111, 0.089, -0.235, 0.117, -0.216, -0.020, -0.010, 0.099, 1.337, 0.107, 0.103, -0.147, -0.100, 0.102, 0.108, 0.125, 0.088, -0.264, -0.259, 0.107, -0.033, 0.917, -0.092, -0.074, 0.121, 0.101, -0.060, -0.114, -0.050, 0.109, 0.096, 0.088, 0.102, 0.027, 0.109, -0.135, 0.110, 0.105, -0.071, -0.022, -0.078, -0.093, 0.108, -0.070, -0.915, 0.134, 0.018, 0.121, -0.168, -0.399, -0.027, 0.106, -0.190, 0.072, -0.041, 0.119, -0.319, -0.014, -0.081, 0.081, -0.165, 0.176, -0.028, 0.067, 0.078, -0.361, 0.589, 0.129, 0.069, 0.097, -0.088, -0.021, -0.008, 0.111, 0.110, 0.040, -0.220, 0.109]}